Entry from OMol25: a structure of composition C32H42BaCl2N6O5 (wB97M-V/def2-TZVPD).

Atoms and positions in Å:
Ba (0.972, -0.183, -0.623)
C (-2.980, 0.398, -0.315)
O (-2.153, -0.353, -1.220)
C (-2.408, 0.020, -2.575)
C (-1.413, 1.061, -3.042)
O (-0.105, 0.490, -3.115)
C (0.176, -0.187, -4.334)
C (1.338, -1.114, -4.067)
O (1.056, -2.003, -2.988)
C (0.251, -3.115, -3.362)
H (-2.783, 1.469, -0.388)
H (-2.727, 0.094, 0.695)
H (-4.032, 0.190, -0.526)
H (-3.428, 0.399, -2.677)
H (-2.323, -0.884, -3.183)
H (-1.350, 1.875, -2.316)
H (-1.701, 1.478, -4.011)
H (0.444, 0.533, -5.113)
H (-0.701, -0.746, -4.675)
H (2.213, -0.531, -3.768)
H (1.596, -1.672, -4.971)
H (0.726, -3.676, -4.171)
H (-0.747, -2.802, -3.682)
H (0.150, -3.749, -2.484)
N (2.949, -1.827, 2.443)
C (3.459, -2.453, 1.307)
C (4.647, -3.180, 1.458)
C (5.211, -3.778, 0.357)
C (4.572, -3.663, -0.875)
C (3.406, -2.937, -0.925)
N (2.852, -2.315, 0.133)
C (1.645, -1.562, 2.835)
C (1.443, -1.296, 4.200)
C (0.175, -1.032, 4.650)
C (-0.882, -1.035, 3.738)
C (-0.582, -1.284, 2.423)
N (0.652, -1.547, 1.950)
H (3.595, -1.830, 3.216)
H (5.108, -3.269, 2.434)
H (6.132, -4.337, 0.455)
H (4.973, -4.120, -1.767)
H (2.874, -2.817, -1.861)
H (2.284, -1.302, 4.881)
H (0.003, -0.822, 5.697)
H (-1.894, -0.809, 4.041)
H (-1.365, -1.244, 1.675)
N (-3.350, -6.102, 1.610)
C (-2.345, -5.410, 0.717)
C (-2.597, -3.907, 0.690)
N (-1.604, -3.301, -0.173)
H (-3.188, -7.111, 1.650)
H (-4.304, -5.955, 1.271)
H (-3.305, -5.742, 2.566)
H (-2.441, -5.838, -0.278)
H (-1.357, -5.642, 1.112)
H (-2.598, -3.517, 1.719)
H (-3.588, -3.719, 0.269)
H (-1.939, -2.428, -0.573)
H (-0.739, -3.122, 0.329)
Cl (1.827, 2.705, -2.238)
C (2.199, 3.999, -1.120)
C (3.521, 4.333, -0.917)
C (3.824, 5.360, -0.038)
C (2.802, 6.055, 0.582)
C (1.477, 5.731, 0.331)
Cl (0.255, 6.724, 1.050)
C (1.132, 4.661, -0.502)
N (-0.177, 4.240, -0.773)
C (-1.301, 4.294, 0.077)
C (-2.513, 4.715, -0.462)
C (-3.668, 4.720, 0.304)
C (-3.615, 4.321, 1.630)
C (-2.407, 3.890, 2.159)
C (-1.243, 3.849, 1.402)
C (0.012, 3.251, 1.981)
C (0.402, 2.001, 1.220)
O (1.603, 1.772, 0.906)
O (-0.528, 1.195, 0.909)
H (4.299, 3.790, -1.436)
H (4.854, 5.632, 0.146)
H (3.018, 6.881, 1.245)
H (-0.401, 4.226, -1.755)
H (-2.538, 5.075, -1.485)
H (-4.598, 5.063, -0.130)
H (-4.503, 4.345, 2.247)
H (-2.363, 3.560, 3.191)
H (-0.193, 2.934, 3.006)
H (0.855, 3.939, 2.009)

As for the LUMO energy: -5.32 eV. The spin multiplicity is 1. Its energy above the lowest of the compared OMol25 structures with the same formula, charge and spin is 60.66 kJ/mol. For the max |F|, the calculation gives 0.364 eV/A. As for the net charge: +2. The total energy is -78773.0477 eV.

These are the Löwdin partial charges, in e, on atoms 1 to 5:
1. Ba 1.964
2. C -0.071
3. O -0.276
4. C -0.173
5. C -0.162